(1)
{"formula": "C23H43N2OS", "method": "wB97M-V/def2-TZVPD", "elements": ["C", "C", "C", "C", "C", "C", "C", "C", "C", "C", "C", "C", "C", "C", "C", "O", "C", "C", "C", "C", "S", "C", "N", "N", "C", "C", "C", "H", "H", "H", "H", "H", "H", "H", "H", "H", "H", "H", "H", "H", "H", "H", "H", "H", "H", "H", "H", "H", "H", "H", "H", "H", "H", "H", "H", "H", "H", "H", "H", "H", "H", "H", "H", "H", "H", "H", "H", "H", "H", "H"], "xyz": [[-2.71532, 3.92894, 1.02613], [-3.22152, 2.47104, 0.47662], [-3.06457, 2.52040, -1.11751], [-3.55982, 1.20526, -1.89990], [-3.44951, -0.16350, -1.07397], [-1.97026, -0.52365, -0.55507], [-1.15349, -1.53145, -1.52201], [0.28403, -0.86809, -1.80737], [1.52674, -1.87443, -1.65979], [1.73211, -2.58979, -0.26901], [0.76440, -2.42144, 0.98751], [0.74573, -0.96140, 1.64790], [-0.31212, -1.04758, 2.88825], [-0.35536, 0.28796, 3.78002], [-1.87965, 0.86916, 3.82534], [-1.85798, 2.31566, 3.78220], [-1.22632, 2.86546, 4.96006], [-1.54528, 4.45532, 5.10860], [2.96290, -3.54868, -0.05126], [3.91720, -3.78010, -1.24816], [5.37971, -4.93125, -1.09492], [3.61280, -3.02739, -2.59032], [4.58935, -3.26912, -3.68481], [2.46394, -2.14616, -2.75221], [2.27540, -1.51310, -4.11113], [2.66551, 0.04316, -4.05284], [4.21540, 0.33489, -4.36502], [-3.52795, 4.42914, 1.65071], [-2.45929, 4.61056, 0.12766], [-1.73621, 3.83364, 1.62890], [-4.28987, 2.34146, 0.85371], [-2.55817, 1.70480, 1.00002], [-3.73421, 3.39369, -1.47857], [-1.99293, 2.82725, -1.40572], [-3.04493, 1.19093, -2.92206], [-4.68584, 1.36296, -2.12004], [-4.14976, -0.09453, -0.17448], [-3.78195, -1.02350, -1.76529], [-2.09294, -1.03832, 0.47559], [-1.43362, 0.46182, -0.34667], [-1.74044, -1.54535, -2.51873], [-1.12588, -2.61016, -1.15816], [0.52932, 0.02147, -1.10943], [0.21501, -0.39169, -2.85903], [1.10837, -3.15170, 1.81736], [-0.32602, -2.71209, 0.77048], [0.35315, -0.12924, 0.97433], [1.73919, -0.61513, 2.08866], [-0.04583, -1.96401, 3.52820], [-1.37776, -1.25646, 2.48466], [-0.13362, -0.03425, 4.86948], [0.41319, 1.07708, 3.48578], [-2.41637, 0.52490, 4.79412], [-2.52335, 0.49724, 2.95962], [-0.07588, 2.79691, 4.86824], [-1.53327, 2.30298, 5.92196], [-2.03256, 4.81292, 4.12664], [-2.23134, 4.65934, 6.00864], [-0.53856, 5.00496, 5.21293], [3.13612, -4.04215, 0.96210], [5.33858, -5.48926, 0.19574], [5.55708, -3.18557, -3.32570], [4.48179, -4.25840, -3.98954], [2.75822, -2.10201, -4.95634], [1.13533, -1.56124, -4.30556], [1.93842, 0.58842, -4.76374], [2.40595, 0.44192, -2.99699], [4.82286, -0.12783, -3.51281], [4.34979, 1.47829, -4.34928], [4.48217, -0.12992, -5.37471]], "nbo_charge": [-0.621, -0.425, -0.417, -0.415, -0.409, -0.424, -0.421, -0.468, 0.288, 0.016, -0.460, -0.406, -0.398, -0.458, -0.059, -0.556, -0.075, -0.644, -0.140, -0.173, 0.030, 0.391, -0.853, -0.325, -0.238, -0.412, -0.621, 0.219, 0.200, 0.220, 0.215, 0.196, 0.222, 0.199, 0.203, 0.218, 0.222, 0.210, 0.212, 0.212, 0.226, 0.226, 0.256, 0.247, 0.236, 0.247, 0.211, 0.222, 0.207, 0.200, 0.220, 0.225, 0.178, 0.187, 0.162, 0.174, 0.231, 0.222, 0.215, 0.254, 0.188, 0.403, 0.400, 0.268, 0.228, 0.230, 0.211, 0.208, 0.237, 0.225], "energy_ev": -40397.853, "lumo_energy_ev": -4.035, "charge": 1, "smiles": "CCCCCCCCc1c(CCCCCOCC)cc(S)c(N)[n+]1CCC"}

(2)
{"formula": "C23H44BCl27INOP", "method": "wB97M-V/def2-TZVPD", "elements": ["C", "C", "C", "C", "C", "C", "C", "C", "C", "P", "I", "C", "C", "C", "C", "C", "B", "N", "O", "H", "H", "H", "H", "H", "H", "H", "H", "H", "H", "H", "H", "H", "H", "H", "H", "H", "H", "H", "H", "H", "H", "H", "H", "H", "H", "H", "H", "H", "H", "H", "H", "H", "H", "H", "C", "Cl", "Cl", "Cl", "H", "C", "Cl", "Cl", "Cl", "H", "C", "Cl", "Cl", "Cl", "H", "C", "Cl", "Cl", "Cl", "H", "C", "Cl", "Cl", "Cl", "H", "C", "Cl", "Cl", "Cl", "H", "C", "Cl", "Cl", "Cl", "H", "C", "Cl", "Cl", "Cl", "H", "C", "Cl", "Cl", "Cl", "H"], "xyz": [[7.38158, -2.77121, 1.87632], [6.21116, -2.50496, 0.86645], [5.02286, -1.74333, 1.55685], [4.48313, -0.54532, 0.70028], [3.10327, -0.88266, 0.02733], [2.00138, -0.90948, 1.12004], [0.70172, -1.67015, 0.61791], [-0.19382, -0.73606, -0.26104], [-1.51020, -0.14593, 0.38485], [-2.87157, -1.27406, 1.11765], [-2.40209, -3.16441, -0.55473], [-4.28170, -0.62918, -0.02387], [-5.73314, -0.54382, 0.55273], [-6.43149, -1.83891, 1.10015], [-6.32101, -1.91800, 2.67419], [-6.04431, -3.17476, 0.40177], [-3.26243, 0.05353, 2.50636], [-3.42373, 1.52202, 2.27182], [-3.45886, -0.37000, 3.86432], [8.32557, -2.94462, 1.32047], [7.13910, -3.66113, 2.48326], [7.54833, -1.92274, 2.56778], [5.82278, -3.48369, 0.52265], [6.61166, -1.94284, -0.00269], [4.19577, -2.45690, 1.73701], [5.35244, -1.36937, 2.54731], [4.37334, 0.33813, 1.35931], [5.25684, -0.29699, -0.05297], [3.24851, -1.85865, -0.47850], [2.92516, -0.13111, -0.76192], [2.32925, -1.43182, 2.03989], [1.71411, 0.14226, 1.32782], [0.19071, -2.21118, 1.42407], [1.10223, -2.45026, -0.06958], [0.45162, 0.17303, -0.41835], [-0.29856, -1.11900, -1.31430], [-1.87992, 0.60467, -0.34700], [-1.14987, 0.48133, 1.23927], [-3.77483, -2.21452, 1.75976], [-1.84766, -1.79584, 2.04163], [-4.07748, 0.37046, -0.47244], [-4.33273, -1.30670, -0.89916], [-6.37289, -0.21557, -0.30344], [-5.88712, 0.26179, 1.30755], [-7.52180, -1.70085, 0.91633], [-7.32536, -2.20561, 3.06443], [-5.62960, -2.70912, 3.01003], [-6.10375, -0.92865, 3.10710], [-6.93410, -3.83750, 0.44357], [-5.64160, -3.06454, -0.61520], [-5.26475, -3.67342, 1.00994], [-2.84034, 1.99039, 2.96605], [-4.37984, 1.83984, 2.39447], [-2.90851, -1.13323, 4.04712], [-0.61569, 1.93810, -3.49045], [1.14761, 1.82303, -3.38257], [-1.36663, 0.38220, -3.14244], [-1.22652, 3.17586, -2.38600], [-0.87554, 2.22458, -4.50242], [-4.34945, 6.03972, -1.29034], [-2.65592, 5.67114, -0.95738], [-4.48873, 7.06483, -2.73158], [-5.27943, 4.55047, -1.47349], [-4.75214, 6.58649, -0.44625], [7.69137, -0.85793, -2.93711], [7.55287, -2.51316, -2.32527], [6.09523, -0.18590, -3.28419], [8.55482, 0.15930, -1.78116], [8.25808, -0.88486, -3.85998], [-5.83108, 8.25531, -6.30759], [-5.37743, 8.33345, -8.01486], [-4.68625, 9.16550, -5.31494], [-7.47581, 8.85728, -6.07174], [-5.80101, 7.21958, -5.99534], [11.59620, -1.08532, 0.59446], [13.12587, -1.77958, 0.03981], [10.22870, -1.99318, -0.05413], [11.54161, -1.04187, 2.36120], [11.53239, -0.06907, 0.22820], [-4.70110, -7.33032, 1.42194], [-6.39965, -7.20045, 1.90252], [-4.51398, -7.00949, -0.30381], [-3.69950, -6.22963, 2.37213], [-4.37137, -8.34349, 1.61682], [-5.90055, 4.00091, -6.11353], [-6.02020, 2.32563, -5.56962], [-7.49854, 4.64862, -6.50905], [-5.11686, 5.00080, -4.88333], [-5.29361, 4.02515, -7.01117], [8.88927, 2.12189, 1.60551], [10.23258, 2.32621, 0.46887], [7.57852, 3.23766, 1.21139], [8.30632, 0.45451, 1.60990], [9.24945, 2.35902, 2.59953], [0.35424, 0.72740, 4.55749], [-1.00298, 1.46825, 5.41371], [-0.06341, -0.88943, 3.98862], [0.85605, 1.73989, 3.19918], [1.18476, 0.64155, 5.24781]], "mulliken_charge": [-1.101, 0.429, -0.693, -0.430, -0.610, -0.104, -0.771, -0.696, -0.136, 0.265, -0.476, -1.207, -1.081, 0.608, -1.278, -1.054, 0.603, -0.484, -0.647, 0.031, 0.406, 0.278, 0.437, -0.551, 0.315, 0.356, 0.293, 0.239, 0.291, 0.180, 0.476, -0.072, 0.491, 0.389, 0.329, 0.123, 0.003, -0.231, -0.128, 0.069, 0.307, 0.670, 0.395, 0.177, 0.597, 0.414, 0.220, 0.209, 0.333, 0.242, 0.043, 0.161, 0.201, 0.263, -0.201, -0.126, -0.050, -0.043, 0.385, -0.069, -0.099, -0.066, -0.089, 0.333, -0.188, -0.106, -0.091, -0.022, 0.391, 0.925, -0.136, -0.147, -0.132, -0.510, 0.247, -0.150, -0.013, -0.122, 0.026, -0.089, -0.140, -0.087, -0.079, 0.362, -0.046, -0.113, -0.137, -0.039, 0.319, -0.199, -0.135, -0.117, 0.081, 0.370, -0.144, -0.118, -0.061, -0.121, 0.454], "energy_ev": -384273.531, "lumo_energy_ev": 1.485, "charge": -1}

(3)
{"formula": "C23H44BN4O7", "method": "wB97M-V/def2-TZVPD", "elements": ["C", "C", "C", "C", "N", "C", "B", "O", "O", "C", "C", "C", "C", "C", "O", "C", "N", "H", "H", "H", "H", "H", "H", "H", "H", "H", "H", "H", "H", "H", "H", "C", "O", "C", "C", "N", "C", "C", "O", "C", "H", "H", "H", "H", "H", "H", "H", "H", "H", "H", "H", "H", "H", "H", "H", "C", "O", "C", "C", "N", "C", "C", "O", "C", "H", "H", "H", "H", "H", "H", "H", "H", "H", "H", "H", "H", "H", "H", "H"], "xyz": [[1.87502, -2.71842, -1.25206], [2.07457, -1.85060, -2.05259], [2.19573, -0.72995, -2.98139], [0.87507, -0.31416, -3.61341], [-0.18234, 0.14176, -2.63771], [-1.00743, -1.06279, -2.32042], [-2.48491, -0.76067, -1.74595], [-2.76836, -1.15357, -0.45408], [-3.39688, -0.09337, -2.52077], [-1.09223, -1.85385, -3.64231], [-1.00756, -3.35751, -3.32636], [-1.67564, -4.16571, -4.33971], [-2.21414, -4.84357, -5.16351], [0.15544, -1.37280, -4.43279], [-0.17847, -0.78914, -5.72025], [-0.23677, -1.67421, -6.66633], [-0.31608, -2.48370, -7.47873], [1.53055, -3.58272, -0.73582], [2.61476, 0.11572, -2.43598], [2.86456, -1.00601, -3.79441], [1.12234, 0.55158, -4.22736], [-0.76189, 0.81311, -3.14779], [0.17682, 0.62403, -1.81449], [-0.49565, -1.60231, -1.53094], [-3.24616, -1.99337, -0.41719], [-4.13421, -0.63639, -2.82813], [-1.95731, -1.55433, -4.22784], [-1.47235, -3.58150, -2.36552], [0.03760, -3.64906, -3.27434], [-2.67782, -5.51965, -5.83886], [0.86456, -2.17701, -4.62347], [1.63863, 6.92573, -0.01458], [1.40037, 5.85230, 0.87853], [0.23852, 6.01111, 1.68592], [-0.78868, 4.95790, 1.33748], [-1.33454, 5.18728, 0.00518], [-2.16513, 4.10874, -0.50507], [-1.49528, 2.76162, -0.74649], [-0.52539, 2.77112, -1.80027], [0.78657, 3.17335, -1.41023], [2.60308, 6.74667, -0.48618], [0.87096, 6.99052, -0.79427], [1.68236, 7.88012, 0.51600], [-0.17871, 7.01526, 1.57695], [0.53595, 5.88140, 2.72945], [-1.60181, 4.98700, 2.06726], [-0.29088, 3.98083, 1.42509], [-0.57068, 5.35116, -0.63755], [-2.59216, 4.44170, -1.45400], [-3.00208, 3.95249, 0.18124], [-2.27776, 2.06336, -1.06427], [-1.04983, 2.34800, 0.16608], [1.00567, 2.89138, -0.37749], [0.93419, 4.24642, -1.52597], [1.49996, 2.67574, -2.07446], [3.19088, -2.42895, 5.91244], [2.04157, -3.25358, 5.92052], [0.87423, -2.62743, 6.43809], [-0.16679, -2.46907, 5.35259], [0.25711, -1.48552, 4.36346], [-0.58103, -1.42272, 3.17569], [-0.62983, -2.64823, 2.27007], [0.59671, -2.92942, 1.61243], [1.50789, -3.73513, 2.34852], [4.03170, -3.04897, 5.60743], [3.09402, -1.59558, 5.20687], [3.39707, -2.02612, 6.90785], [1.11662, -1.66172, 6.88982], [0.46971, -3.27337, 7.22164], [-1.10804, -2.14024, 5.80160], [-0.33070, -3.46251, 4.91195], [1.20802, -1.69175, 4.08519], [-0.22568, -0.58225, 2.57167], [-1.60372, -1.18220, 3.48317], [-1.35314, -2.43483, 1.47744], [-0.99036, -3.54012, 2.79457], [0.98702, -4.43933, 3.00012], [2.19308, -3.13090, 2.94662], [2.10642, -4.30071, 1.63303]], "mulliken_charge": [0.552, -0.890, -1.265, -0.040, -0.152, -1.043, 0.735, -0.461, -0.624, 0.506, -0.423, -1.072, 0.203, -0.629, -0.481, 0.519, -0.439, 0.562, 0.461, 0.508, 0.329, 0.498, 0.462, -0.183, 0.287, 0.334, 0.764, 0.319, 0.361, 0.458, 0.790, -0.741, -0.349, -0.843, -0.092, -0.263, -1.290, 0.284, -0.399, -0.745, 0.244, 0.318, 0.359, 0.409, 0.401, 0.398, 0.103, 0.079, 0.424, 0.458, 0.090, 0.247, 0.383, 0.259, 0.297, -0.724, -0.349, -0.797, -0.205, -0.294, -0.777, -0.263, -0.253, -0.732, 0.242, 0.301, 0.354, 0.407, 0.404, 0.376, 0.183, 0.090, 0.389, 0.423, 0.022, 0.355, 0.352, 0.231, 0.292], "energy_ev": -45522.345, "lumo_energy_ev": -2.662, "charge": 1}